A structure of composition F3NO2S. Source: OMol25; level of theory: ωB97M-V/def2-TZVPD.

Each line ends with the Löwdin charge.
Cartesian coordinates (Å):
N: 0.944 0.134 0.696  -0.045
O: -1.066 -1.546 0.508  -0.207
O: -0.450 -0.081 -1.508  -0.231
F: 1.725 -0.739 -0.115  -0.055
F: 1.355 1.369 0.181  -0.008
F: -1.879 1.220 0.360  -0.341
S: -0.630 -0.357 -0.122  0.887

Properties
Largest force on an atom = 4.61 eV/Å
Energy = -902.7757 hartree
Frontier orbital gap (spin up / spin down) = 10.3 / 10.3 eV
Charge = 0
LUMO level (spin up / spin down) = -2.647 / -2.647 eV
Energy relative to the best compared isomer or geometry (same formula, charge and spin) = 44.6 kcal per mole